<i>
47
Properties=species:S:1:pos:R:3 method="wB97M-V/def2-TZVPD" smiles="C=CC(=O)N[C@@H]1CCN(c2c[nH]c3ncc(C(=O)NC(C)C)c-3n2)C1" gap_ha=0.266 mol_weight_g_mol=342.4
C -5.658 -0.822 1.294
C -5.304 -0.496 -0.023
C -4.021 -0.832 -0.614
O -3.887 -0.768 -1.851
N -3.060 -1.368 0.152
C -1.812 -2.068 -0.216
C -1.538 -3.274 0.684
C -0.015 -3.348 0.822
N 0.399 -2.038 0.348
C 1.532 -1.498 0.903
C 2.444 -2.068 1.689
N 3.507 -1.462 2.193
C 3.540 -0.064 1.951
N 4.293 0.828 2.506
C 4.000 1.932 1.828
C 3.062 1.818 0.866
C 2.437 2.796 0.010
O 2.770 4.021 0.090
N 1.423 2.490 -0.789
C 1.138 3.140 -2.010
C 1.821 2.495 -3.205
C -0.382 3.037 -2.082
C 2.726 0.431 0.953
N 1.742 -0.271 0.375
C -0.690 -1.057 -0.071
H -4.964 -1.406 1.939
H -6.652 -0.734 1.826
H -5.965 0.041 -0.671
H -3.210 -1.228 1.213
H -1.883 -2.254 -1.371
H -1.981 -3.272 1.731
H -1.877 -4.240 0.273
H 0.143 -3.287 1.929
H 0.360 -4.249 0.221
H 2.327 -3.071 2.036
H 3.999 -1.814 2.991
H 4.477 2.847 2.097
H 1.154 1.532 -0.720
H 1.412 4.213 -1.949
H 1.313 2.965 -4.059
H 1.718 1.435 -3.095
H 2.880 2.786 -3.346
H -0.640 2.061 -2.252
H -0.902 3.427 -1.181
H -0.782 3.556 -2.961
H -0.863 -0.190 0.644
H -0.530 -0.670 -1.100

<ii>
47
Properties=species:S:1:pos:R:3 method="wB97M-V/def2-TZVPD" smiles="CN(O)C(=O)c1nn(C)c2c1CCc1cnc(NC3CCCC3)nc1-2" gap_ha=0.318 mol_weight_g_mol=342.4
C 4.681 -4.979 -2.516
N 3.820 -4.133 -1.684
O 4.250 -3.999 -0.281
C 2.962 -3.214 -2.326
O 2.852 -3.296 -3.536
C 2.165 -2.285 -1.592
N 1.727 -2.500 -0.356
N 1.063 -1.431 0.214
C 0.664 -1.378 1.644
C 1.058 -0.457 -0.819
C 1.722 -0.938 -1.920
C 1.522 -0.395 -3.304
C 1.080 1.058 -3.295
C 0.002 1.343 -2.295
C -0.982 2.295 -2.417
N -1.848 2.509 -1.410
C -1.648 1.839 -0.304
N -2.412 2.283 0.741
C -2.635 1.700 2.047
C -1.793 2.545 3.185
C -2.815 2.668 4.375
C -4.099 2.890 3.568
C -4.060 1.924 2.461
N -0.741 0.915 -0.180
C 0.130 0.679 -1.111
H 5.741 -4.622 -2.535
H 4.429 -5.189 -3.532
H 4.688 -5.970 -2.027
H 3.743 -4.503 0.334
H 0.889 -0.453 2.246
H 0.962 -2.254 2.231
H -0.455 -1.375 1.718
H 0.662 -0.951 -3.814
H 2.473 -0.437 -3.829
H 0.754 1.225 -4.274
H 1.932 1.581 -3.123
H -1.012 2.936 -3.364
H -3.190 2.877 0.533
H -2.377 0.675 2.205
H -1.594 3.613 3.015
H -0.858 2.139 3.529
H -2.891 1.719 4.911
H -2.626 3.367 5.090
H -4.956 2.804 4.229
H -3.828 3.864 3.162
H -4.579 0.958 2.791
H -4.573 2.352 1.617

Most stable of them? <i>.

<i>
46
Properties=species:S:1:pos:R:3 method="wB97M-V/def2-TZVPD" smiles="Cc1ccc(C)c(S(=O)(=O)N2CCN(C(=O)c3cccnc3)CC2)c1" gap_ha=0.355 mol_weight_g_mol=359.5
C -5.868 0.687 -1.314
C -4.769 -0.037 -0.601
C -5.059 -0.988 0.375
C -4.049 -1.661 1.029
C -2.702 -1.420 0.749
C -1.658 -2.179 1.507
C -2.425 -0.472 -0.225
S -0.796 0.061 -0.756
O 0.254 -0.809 -0.298
O -0.830 0.330 -2.164
N -0.744 1.576 -0.003
C 0.228 2.464 -0.599
C 1.668 2.003 -0.294
N 1.719 1.392 1.019
C 2.261 0.167 1.276
O 2.032 -0.431 2.310
C 3.246 -0.341 0.282
C 3.144 -1.645 -0.190
C 4.104 -2.111 -1.072
C 5.137 -1.260 -1.433
N 5.262 -0.029 -0.963
C 4.343 0.416 -0.127
C 0.731 1.897 1.946
C -0.673 1.521 1.447
C -3.436 0.208 -0.885
H -6.490 -0.019 -1.863
H -6.507 1.206 -0.601
H -5.463 1.410 -2.015
H -6.090 -1.202 0.617
H -4.296 -2.396 1.782
H -0.662 -1.971 1.133
H -1.700 -1.919 2.564
H -1.848 -3.249 1.426
H 0.052 2.450 -1.675
H 0.042 3.473 -0.220
H 2.350 2.863 -0.339
H 1.975 1.268 -1.040
H 2.309 -2.253 0.120
H 4.053 -3.113 -1.470
H 5.909 -1.572 -2.124
H 4.496 1.421 0.245
H 0.845 2.982 2.017
H 0.922 1.444 2.920
H -0.910 0.501 1.749
H -1.427 2.198 1.866
H -3.146 0.923 -1.638

<ii>
46
Properties=species:S:1:pos:R:3 method="wB97M-V/def2-TZVPD" smiles="O=C(CSc1nc(O)cc(=O)n1-c1ccccc1)NC1CCCCC1" gap_ha=0.332 mol_weight_g_mol=359.5
O -2.551 -0.149 1.988
C -1.779 -0.909 1.443
C -0.563 -1.470 2.187
S 0.958 -1.496 1.186
C 0.954 0.193 0.705
N -0.078 0.873 1.075
C -0.159 2.183 0.745
O -1.268 2.795 1.150
C 0.835 2.805 0.046
C 1.997 2.085 -0.369
O 2.943 2.511 -0.992
N 1.983 0.697 0.008
C 3.084 -0.120 -0.379
C 2.884 -1.173 -1.260
C 3.957 -1.961 -1.634
C 5.222 -1.692 -1.141
C 5.417 -0.630 -0.273
C 4.350 0.160 0.113
N -1.922 -1.408 0.204
C -2.980 -1.041 -0.729
C -2.946 0.455 -1.052
C -4.027 0.797 -2.071
C -5.402 0.409 -1.535
C -5.441 -1.078 -1.196
C -4.356 -1.425 -0.181
H -0.741 -2.508 2.470
H -0.384 -0.871 3.078
H -1.821 2.140 1.612
H 0.771 3.848 -0.210
H 1.897 -1.363 -1.657
H 3.804 -2.781 -2.319
H 6.058 -2.306 -1.439
H 6.405 -0.414 0.105
H 4.492 0.994 0.782
H -1.194 -2.018 -0.134
H -2.790 -1.609 -1.647
H -1.960 0.729 -1.434
H -3.124 1.012 -0.132
H -3.998 1.867 -2.287
H -3.834 0.262 -3.004
H -6.169 0.642 -2.276
H -5.614 0.989 -0.636
H -6.418 -1.343 -0.790
H -5.287 -1.663 -2.107
H -4.375 -2.493 0.044
H -4.526 -0.878 0.747

Most stable of them? <ii>.

<i>
22
Properties=species:S:1:pos:R:3 method="wB97M-V/def2-TZVPD" gap_ha="0.278 / 0.278" mol_weight_g_mol=118.2
C 1.360 -1.590 -0.110
N 0.566 -0.392 -0.334
C -1.433 -0.589 -0.008
N 0.597 -0.059 -1.697
N -2.422 0.249 -0.616
N -1.561 -1.884 -0.144
H 0.055 0.793 -1.817
H 0.122 -0.802 -2.218
H -2.527 1.176 -0.230
H -3.338 -0.176 -0.643
H -2.530 -2.197 -0.169
H 1.307 -2.314 -0.926
H 2.411 -1.339 0.036
H 1.003 -2.096 0.790
C 0.908 0.737 1.258
C 1.119 2.100 0.669
H 1.936 2.078 -0.050
H 1.801 0.253 1.637
H 0.187 0.688 2.076
H -1.110 0.091 0.854
H 1.328 2.812 1.476
H 0.221 2.460 0.166

<ii>
22
Properties=species:S:1:pos:R:3 method="wB97M-V/def2-TZVPD" gap_ha=0.324 mol_weight_g_mol=118.2
C -1.662 -1.278 -1.351
C -0.379 1.309 -1.392
N -0.613 -0.960 -0.387
C -0.283 0.409 -0.182
N -0.770 -1.740 0.791
N -0.542 0.914 1.053
H -1.318 -1.216 1.475
H 0.145 -1.894 1.200
H -0.527 1.929 1.045
H -1.411 -0.888 -2.337
H -2.643 -0.882 -1.050
H -1.729 -2.361 -1.414
H -1.420 1.518 -1.648
H 0.105 0.855 -2.256
H 0.113 2.260 -1.184
C 2.189 0.023 0.751
N 1.749 0.342 2.009
H 2.113 1.252 2.284
H 0.373 0.614 1.772
H 2.237 -1.047 0.535
H 3.044 0.563 0.334
H 1.231 0.280 -0.049

<iii>
22
Properties=species:S:1:pos:R:3 method="wB97M-V/def2-TZVPD" gap_ha=0.230 mol_weight_g_mol=118.2
C -0.793 1.815 -0.419
C -2.229 -0.489 -0.408
N -0.885 0.053 -0.611
H -0.688 0.025 -1.612
H -2.975 0.003 -1.038
H -0.742 2.117 0.620
H -0.038 2.258 -1.060
H -1.755 2.080 -0.866
H -2.235 -1.569 -0.577
H -2.470 -0.351 0.648
C 0.566 -0.679 0.287
N 0.027 -1.635 1.203
N 1.202 -1.421 -0.795
N 2.353 1.030 0.261
C 1.266 0.394 0.947
H 1.974 -0.913 -1.214
H -0.674 -2.197 0.733
H -0.412 -1.184 1.994
H 1.584 -2.304 -0.477
H 3.276 0.833 0.634
H 2.194 1.882 -0.260
H 1.453 0.252 2.010

Most stable of them? <ii>.